1.
Molecular formula: C3H12NS
Method: DFT, ωB97M-V with the def2-TZVPD basis set

Its total energy is -574.17828 Ha. The net charge is +1.

```
17
C3H12NS | the OMol25 dataset | ωB97M-V with the def2-TZVPD basis set
C -2.75 -1.19 -0.27
N -1.75 -0.79 0.77
H -2.72 -2.24 -0.51
H -2.52 -0.61 -1.16
H -3.74 -0.82 0.01
H -1.74 -1.52 1.47
H -0.80 -0.79 0.35
H -1.90 0.11 1.22
C 1.04 1.86 -0.01
S 1.23 0.06 0.29
C 2.90 -0.10 -0.39
H 0.20 2.28 0.52
H 2.00 2.29 0.25
H 0.93 1.96 -1.09
H 2.94 0.44 -1.33
H 3.07 -1.17 -0.48
H 3.61 0.25 0.35
```

2.
Molecular formula: C12H13NO
Method: DFT, ωB97M-V with the def2-TZVPD basis set

Its total energy is -594.90310 Ha.

```
27
C12H13NO | the OMol25 dataset | ωB97M-V with the def2-TZVPD basis set
O 0.85 -1.26 -1.60
C 0.42 -0.60 -0.40
C 1.17 -1.02 0.97
C 2.45 -0.19 1.17
C 2.92 0.32 -0.13
C 2.01 1.31 -0.73
C 0.62 0.84 -0.60
N -0.34 1.60 -0.33
C -1.44 0.90 -0.25
C -2.74 1.47 0.12
C -3.80 0.58 0.15
C -3.59 -0.78 0.07
C -2.33 -1.36 -0.34
C -1.19 -0.59 -0.46
H 1.74 -1.27 -1.46
H 0.35 -0.81 1.84
H 1.10 -2.08 1.03
H 1.92 0.60 1.77
H 3.00 -0.84 1.95
H 3.98 0.66 -0.05
H 3.04 -0.68 -0.66
H 2.28 1.40 -1.82
H 2.28 2.21 -0.14
H -2.91 2.61 -0.06
H -4.74 0.95 0.66
H -4.59 -1.41 -0.10
H -2.45 -2.56 -0.63
```

3.
Molecular formula: C2H6N4O2
Method: DFT, ωB97M-V with the def2-TZVPD basis set

Its total energy is -449.07337 Ha.

```
14
C2H6N4O2 | the OMol25 dataset | ωB97M-V with the def2-TZVPD basis set
C 2.40 -0.80 0.04
N 1.28 -1.08 -0.55
N 0.12 -0.80 -0.03
C -0.67 0.26 -0.48
N -0.31 1.52 -0.45
O 0.79 1.74 0.37
N -2.08 0.06 -0.57
O -2.55 -0.73 0.48
H 3.32 -1.26 -0.18
H 2.49 0.03 0.79
H -0.30 -1.26 0.76
H 1.19 2.50 0.03
H -2.36 1.00 -0.26
H -3.31 -1.19 0.05
```

4.
Molecular formula: C15H27N2O4P2Zn
Method: DFT, ωB97M-V with the def2-TZVPD basis set

Its total energy is -3460.06677 Ha. The net charge is +1.

```
51
C15H27N2O4P2Zn | the OMol25 dataset | ωB97M-V with the def2-TZVPD basis set
Zn 0.13 0.06 0.08
P -1.00 0.93 -1.73
C 0.24 2.04 -2.29
C 1.27 2.39 -1.38
N 1.38 1.68 -0.20
C 2.31 1.99 0.71
C 3.16 3.08 0.53
C 3.08 3.82 -0.64
C 2.17 3.46 -1.62
C 2.40 1.13 1.96
P 1.87 -0.58 1.55
H 2.07 3.99 -2.57
H 3.85 3.31 1.33
H 3.73 4.68 -0.79
H 3.43 1.11 2.34
H 1.73 1.51 2.75
H 2.13 -1.20 -6.01
H 0.20 2.55 -3.26
H 1.09 -3.04 -0.48
O 2.22 -1.48 -5.10
H 3.14 -1.26 -4.87
H 0.08 -1.91 0.30
O 0.45 -2.97 0.24
H -0.38 -3.49 0.03
C 3.40 -1.33 0.93
H 4.23 -1.03 1.60
H 3.31 -2.43 0.92
H 3.59 -0.96 -0.09
C 1.57 -1.40 3.14
H 0.99 -2.32 2.99
H 2.54 -1.65 3.59
H 1.02 -0.72 3.80
C -2.35 1.98 -1.10
H -2.52 2.77 -1.84
H -3.27 1.39 -0.95
H -2.05 2.43 -0.15
C -1.62 -0.05 -3.11
H -2.32 -0.81 -2.71
H -2.15 0.62 -3.80
H -0.78 -0.54 -3.61
O -1.82 -2.09 0.80
C -2.03 -1.11 1.56
C -3.03 -0.98 2.66
C -2.78 0.40 3.25
C -1.58 0.95 2.49
O -0.96 1.99 2.69
N -1.27 0.03 1.49
H -4.04 -1.07 2.24
H -2.88 -1.78 3.39
H -3.64 1.05 3.10
H -2.54 0.36 4.32
```

5.
Molecular formula: C9H10NO2S
Method: DFT, ωB97M-V with the def2-TZVPD basis set

Its total energy is -952.02744 Ha. The net charge is +1.

```
23
C9H10NO2S | the OMol25 dataset | ωB97M-V with the def2-TZVPD basis set
C 3.04 0.34 0.53
C 1.59 0.13 0.14
N 0.59 -0.47 0.71
C 0.78 -0.78 2.11
C -0.70 -0.45 0.01
C -1.91 -0.53 0.60
C -3.07 -0.25 -0.10
C -2.98 0.42 -1.31
C -1.76 0.72 -1.88
C -0.64 0.27 -1.23
S 1.04 0.34 -1.80
O 1.56 -0.78 -2.44
O 1.52 1.63 -2.16
H 3.43 -0.67 0.62
H 3.12 0.76 1.54
H 3.47 0.95 -0.20
H 0.27 -1.62 2.52
H 0.45 0.07 2.75
H 1.84 -1.00 2.19
H -2.01 -0.86 1.61
H -4.05 -0.40 0.28
H -3.81 0.97 -1.64
H -1.78 1.24 -2.86
```

6.
Molecular formula: C3H5F3S
Method: DFT, ωB97M-V with the def2-TZVPD basis set

Its total energy is -815.07249 Ha.

```
12
C3H5F3S | the OMol25 dataset | ωB97M-V with the def2-TZVPD basis set
C 0.39 1.14 0.80
C -0.25 0.32 -0.27
S -1.68 -0.61 0.22
C 0.25 0.22 -1.49
F -0.25 -0.53 -2.48
F 1.33 0.87 -1.92
H -0.36 1.74 1.32
H 0.87 0.49 1.53
H 1.14 1.80 0.38
H -1.90 -1.20 -0.95
F 0.66 -2.26 1.56
H -0.20 -1.97 1.28
```

7.
Molecular formula: C9H16N3
Method: DFT, ωB97M-V with the def2-TZVPD basis set

Its total energy is -516.51715 Ha. The net charge is +1.

```
28
C9H16N3 | the OMol25 dataset | ωB97M-V with the def2-TZVPD basis set
C 2.78 0.16 -1.79
C 2.39 -2.16 -1.30
N 2.62 -1.20 -2.26
N 2.26 -2.06 0.03
N 2.28 -3.51 -1.80
H 2.17 -1.28 -3.14
H 2.58 -1.39 0.69
H 2.31 -2.97 0.30
H 2.15 -3.64 -2.76
H 1.86 -4.32 -1.28
H 3.05 0.37 -0.76
H 2.10 0.94 -2.21
H 3.89 0.35 -2.12
C -3.68 2.09 -0.04
C -0.98 -0.07 1.28
C -0.66 0.69 2.40
C -1.94 0.47 0.43
C -2.62 1.62 0.86
C -1.26 1.97 2.69
C -2.37 2.38 1.98
H -0.63 -1.16 1.15
H -0.05 0.26 3.23
H -2.21 -0.02 -0.51
H -0.95 2.53 3.55
H -3.55 1.95 -1.07
H -3.88 3.15 0.10
H -2.98 3.27 2.26
H -4.70 1.59 0.08
```

8.
Molecular formula: C3H9NO3
Method: DFT, ωB97M-V with the def2-TZVPD basis set

Its total energy is -400.13814 Ha.

```
16
C3H9NO3 | the OMol25 dataset | ωB97M-V with the def2-TZVPD basis set
O 2.46 -0.14 -2.49
C 1.45 0.43 -2.19
C 0.42 -0.24 -1.32
N -0.47 0.70 -0.65
C -1.20 0.11 0.47
O -1.31 -1.31 0.50
H 1.33 1.47 -2.55
H 1.00 -0.71 -0.54
H -0.09 -0.99 -1.93
H -1.16 1.04 -1.33
H -0.62 0.29 1.38
H -2.19 0.55 0.56
H -1.76 -1.61 -0.30
O 0.60 0.05 3.08
H 1.45 0.38 3.41
H 0.08 -0.02 3.89
```